(1)
42
Properties=species:S:1:pos:R:3:lowdin_charge:R:1 method="wB97M-V/def2-TZVPD" homo_lumo_gap_ha="0.218 / 0.219" max_force_ev_per_a=2.8 energy_ev=-54878.9845 s2=2.006 charge=+2 spin_multiplicity=3
Ca 21.496 -8.331 -4.085 1.81
Pt 22.639 -12.246 -5.089 1.27
C 22.552 -12.767 -1.054 0.04
C 23.085 -12.724 -2.457 -0.68
O 23.892 -11.833 -2.779 0.00
O 22.625 -13.459 -3.409 -0.13
H 21.696 -12.106 -0.944 0.09
H 23.349 -12.454 -0.384 0.10
H 22.327 -13.804 -0.801 0.10
C 19.471 -12.051 -3.461 0.04
C 20.202 -10.779 -3.476 -0.64
O 21.447 -10.718 -3.831 -0.30
O 19.689 -9.664 -3.212 -0.11
H 20.071 -12.875 -3.067 0.10
H 19.215 -12.372 -4.477 0.10
H 18.536 -12.109 -2.908 0.11
C 18.251 -16.936 -5.455 0.00
C 18.775 -16.058 -6.581 -0.26
C 18.044 -14.675 -6.674 -0.04
O 19.141 -13.730 -6.611 0.07
C 20.279 -14.377 -6.358 -0.55
O 21.313 -13.776 -6.162 0.01
O 20.124 -15.673 -6.309 0.15
H 17.327 -17.459 -5.687 0.10
H 18.043 -16.279 -4.607 0.09
H 19.036 -17.644 -5.194 0.10
H 18.575 -16.456 -7.574 0.16
H 17.230 -14.434 -5.994 0.14
H 17.621 -14.609 -7.675 0.14
C 16.569 -8.322 -3.228 -0.03
C 16.251 -9.234 -2.049 -0.31
C 17.466 -9.225 -1.058 -0.12
O 16.835 -9.073 0.189 0.07
C 15.611 -8.525 0.051 -0.54
O 14.897 -8.193 0.923 0.22
O 15.251 -8.616 -1.269 0.09
H 16.663 -7.354 -2.729 0.10
H 15.778 -8.264 -3.976 0.09
H 17.479 -8.508 -3.801 0.05
H 16.049 -10.247 -2.402 0.15
H 18.079 -8.349 -1.303 0.12
H 18.126 -10.087 -1.068 0.11

***

(2)
42
Properties=species:S:1:pos:R:3:lowdin_charge:R:1 method="wB97M-V/def2-TZVPD" homo_lumo_gap_ha="0.269 / 0.208" de_lowest_kcal_mol=0.00 max_force_ev_per_a=0.1 energy_ev=-98318.1564 s2=8.801 charge=+2 spin_multiplicity=6
Os -0.059 -0.726 -1.214 0.68
N -4.014 -2.165 1.055 0.24
C -2.757 -1.318 0.957 -0.32
C -3.092 0.130 1.267 -0.09
C -1.830 0.996 1.249 -0.33
N -1.273 1.092 -0.117 -0.02
C -0.783 0.444 2.214 -0.09
C -0.451 -1.036 2.024 -0.31
N 0.471 -1.242 0.873 -0.08
C -1.714 -1.899 1.904 -0.10
H -4.747 -1.816 0.431 0.18
H -4.392 -2.169 2.006 0.18
H -3.822 -3.136 0.791 0.18
H -2.445 -1.427 -0.081 0.06
H -3.537 0.207 2.265 0.14
H -3.824 0.520 0.554 0.14
H -2.117 1.992 1.595 0.16
H -0.519 1.776 -0.132 0.07
H -1.976 1.431 -0.769 0.10
H -1.158 0.575 3.231 0.14
H 0.133 1.038 2.151 0.13
H 0.075 -1.375 2.918 0.16
H 0.795 -2.208 0.860 0.09
H 1.307 -0.671 1.018 0.03
H -2.146 -1.967 2.908 0.14
H -1.442 -2.914 1.599 0.13
S 2.291 -1.568 -2.425 -0.09
Sb 0.457 -2.205 -3.696 0.54
S -0.746 -2.842 -1.589 -0.05
S -0.661 0.003 -3.236 -0.03
Cl 6.266 2.735 -3.129 0.85
C 4.839 2.263 -2.358 -0.62
C 4.908 1.313 -1.318 -0.09
C 3.759 0.923 -0.706 -0.59
Cl 3.806 -0.208 0.583 0.79
C 2.464 1.438 -1.105 -0.48
O 1.394 1.044 -0.578 -0.24
C 2.471 2.458 -2.138 -0.56
Cl 0.973 3.170 -2.545 0.78
C 3.621 2.843 -2.757 -0.09
H 5.865 0.909 -1.022 0.13
H 3.610 3.591 -3.537 0.13

***

(3)
46
Properties=species:S:1:pos:R:3:lowdin_charge:R:1 method="wB97M-V/def2-TZVPD" homo_lumo_gap_ha=0.298 de_lowest_kcal_mol=6.65 max_force_ev_per_a=1.7 energy_ev=-101367.8394 charge=-1
Cu -1.093 -1.098 -0.363 0.49
F -3.564 -2.297 4.058 0.14
C -2.416 -2.224 3.348 -0.53
F -1.675 -3.286 3.705 0.15
F -1.766 -1.131 3.770 0.15
C -2.595 -2.164 1.783 -0.34
O -1.402 -1.879 1.261 -0.16
C -3.108 -3.565 1.289 -0.53
F -4.209 -3.997 1.949 0.14
F -2.160 -4.501 1.444 0.15
F -3.412 -3.533 -0.019 0.15
C -3.707 -1.097 1.461 -0.53
F -3.334 0.106 1.935 0.15
F -3.888 -0.959 0.138 0.14
F -4.921 -1.374 1.984 0.14
C 3.365 -0.389 -3.173 -0.04
C 3.001 -0.452 -1.690 -0.63
C 3.464 0.818 -0.976 -0.04
C 3.637 -1.674 -1.037 -0.04
O 1.584 -0.670 -1.552 -0.17
P 0.435 0.439 -1.775 0.27
O 0.771 1.460 -2.790 -0.27
O -0.837 -0.363 -1.968 -0.33
O 0.431 1.075 -0.263 -0.20
C -0.173 2.338 0.077 -0.63
C 0.767 3.483 -0.308 -0.04
C -0.346 2.287 1.594 -0.02
C -1.530 2.527 -0.605 -0.03
H 4.439 -0.235 -3.293 0.08
H 2.825 0.434 -3.639 0.07
H 3.082 -1.320 -3.668 0.09
H 4.550 0.903 -1.041 0.08
H 3.162 0.787 0.071 0.09
H 3.007 1.691 -1.443 0.07
H 4.725 -1.617 -1.101 0.08
H 3.299 -2.583 -1.537 0.08
H 3.339 -1.727 0.011 0.09
H 1.722 3.373 0.210 0.08
H 0.320 4.439 -0.030 0.08
H 0.945 3.463 -1.383 0.07
H 0.631 2.317 2.079 0.08
H -0.842 1.356 1.873 0.08
H -0.945 3.130 1.940 0.08
H -1.397 2.580 -1.687 0.08
H -2.000 3.446 -0.253 0.08
H -2.182 1.681 -0.385 0.08

***

(4)
42
Properties=species:S:1:pos:R:3:lowdin_charge:R:1 method="wB97M-V/def2-TZVPD" homo_lumo_gap_ha=0.066 max_force_ev_per_a=10.3 energy_ev=-79069.9869 charge=+3
C -0.660 -4.242 4.462 -0.03
O -1.360 -4.449 3.185 -0.14
C -1.255 -3.283 2.292 -0.18
C -2.663 -2.401 2.266 -0.12
C -2.705 -1.335 0.983 -0.23
C -1.636 -0.090 1.181 -0.14
C -1.432 0.821 -0.195 -0.07
C 0.199 1.119 -0.421 -0.37
F 0.815 -0.218 -0.721 -0.06
C 0.294 2.130 -1.730 -0.03
C 1.824 2.583 -2.109 -0.25
N 2.319 2.115 -3.459 0.05
C 1.872 3.006 -4.596 -0.15
O 2.376 2.725 -5.818 0.09
F 0.983 4.187 -4.500 0.04
C 2.050 0.649 -3.714 -0.15
O 0.952 0.120 -4.260 0.04
F 3.174 -0.296 -3.357 0.02
C 2.951 2.107 -0.998 -0.11
S 2.211 2.424 0.692 0.89
O 3.077 1.939 1.887 -0.24
O 2.064 3.985 0.847 -0.25
O 0.667 1.719 0.838 -0.18
H 0.251 -3.493 4.395 0.13
H -0.234 -5.285 4.828 0.15
H -1.439 -3.854 5.266 0.15
H -0.363 -2.561 2.520 0.14
H -1.072 -3.709 1.196 0.09
H -2.760 -1.752 3.262 0.18
H -3.606 -3.129 2.261 0.15
H -2.527 -1.942 -0.017 -0.18
H -3.829 -0.946 0.918 0.17
H -0.615 -0.570 1.564 0.13
H -2.043 0.559 2.084 0.17
H -1.983 1.858 0.004 0.17
H -1.921 0.262 -1.102 0.10
H -0.330 1.695 -2.622 0.14
H -0.274 3.126 -1.395 0.17
H 1.862 3.772 -2.129 0.19
H 3.927 2.731 -1.163 0.17
H 3.179 0.952 -1.065 0.14
Lu -2.339 -3.027 -1.560 2.17

***

(5)
47
Properties=species:S:1:pos:R:3:lowdin_charge:R:1 method="wB97M-V/def2-TZVPD" homo_lumo_gap_ha=0.345 max_force_ev_per_a=9.5 energy_ev=-66043.5966 charge=0
O -0.074 1.298 -1.943 -0.02
C 1.199 1.728 -1.834 -0.26
O 2.424 1.345 -2.556 -0.09
C 3.671 1.880 -1.989 -0.17
C 3.143 3.317 -1.337 -0.17
C 1.680 2.858 -0.702 -0.40
P 2.073 1.808 0.850 0.83
P 3.154 2.933 2.377 0.50
O 2.350 3.067 3.767 -0.43
O 4.578 1.952 2.785 -0.26
O 3.784 4.473 1.846 -0.26
H 4.076 1.080 -1.222 0.12
H 4.563 2.080 -2.747 0.15
H 2.932 4.192 -2.085 0.13
H 4.026 3.561 -0.603 0.10
H 0.905 3.698 -0.411 0.13
H 0.784 1.448 1.454 -0.02
H 4.968 1.759 1.867 0.06
H 3.174 4.928 1.189 0.08
C -2.930 0.229 -1.363 -0.06
C -3.385 -0.417 -0.067 -0.20
O -4.228 0.480 0.672 0.01
C -5.550 0.503 0.310 -0.33
O -6.025 -0.185 -0.590 0.14
C -6.337 1.458 1.206 -0.47
F -5.688 2.640 1.417 0.14
F -6.570 0.928 2.441 0.14
F -7.558 1.784 0.696 0.14
H -2.448 1.191 -1.165 0.07
H -2.224 -0.419 -1.891 0.06
H -3.780 0.428 -2.023 0.08
H -2.514 -0.627 0.563 0.12
H -3.890 -1.373 -0.247 0.13
C 0.726 -5.960 0.849 -0.06
C 1.243 -4.600 1.279 -0.21
O 1.371 -3.729 0.144 0.01
C 0.228 -3.083 -0.253 -0.32
O -0.860 -3.216 0.299 0.14
C 0.518 -2.156 -1.433 -0.46
F 1.312 -2.736 -2.378 0.15
F 1.160 -1.017 -1.045 0.12
F -0.610 -1.753 -2.084 0.13
H 1.361 -6.382 0.064 0.08
H 0.702 -6.651 1.696 0.08
H -0.284 -5.884 0.434 0.08
H 2.243 -4.708 1.711 0.13
H 0.606 -4.151 2.050 0.13

***

(6)
40
Properties=species:S:1:pos:R:3:lowdin_charge:R:1 method="wB97M-V/def2-TZVPD" homo_lumo_gap_ha="0.234 / 0.241" de_lowest_kcal_mol=0.00 max_force_ev_per_a=0.9 energy_ev=-211927.5616 s2=6.020 charge=0 spin_multiplicity=5
Fe -0.837 1.295 -0.874 -0.20
O 1.375 3.834 2.551 -0.07
C 1.770 3.185 1.342 -0.25
C 1.864 1.690 1.598 -0.57
C 2.936 1.474 2.687 -0.22
O 3.147 0.105 3.023 -0.05
C 2.392 0.976 0.346 -0.53
Se 1.491 1.116 -1.403 0.51
C 0.552 1.115 2.159 -0.52
Se -1.200 1.679 1.450 0.52
H 1.167 4.750 2.349 0.09
H 2.749 3.557 1.013 0.13
H 1.044 3.367 0.547 0.07
H 2.671 2.050 3.577 0.12
H 3.898 1.840 2.323 0.13
H 2.374 -0.201 3.507 0.08
H 2.494 -0.084 0.569 0.06
H 3.393 1.359 0.139 0.05
H 0.480 1.383 3.214 0.06
H 0.589 0.027 2.083 0.06
I -3.861 1.356 -1.462 0.85
C -3.480 3.421 -1.516 -1.13
I -1.484 3.799 -2.078 0.89
H -3.623 3.817 -0.519 -0.02
H -4.139 3.878 -2.243 -0.04
N -0.970 -5.649 -2.765 0.09
C -1.214 -5.153 -1.544 -0.82
S -1.487 -6.109 -0.245 0.70
C -1.223 -3.638 -1.459 -0.20
C -1.459 -3.028 -0.238 -0.02
C -1.468 -1.646 -0.154 -0.11
N -1.256 -0.865 -1.215 -0.07
C -1.026 -1.443 -2.393 -0.14
C -1.005 -2.814 -2.560 0.00
H -0.951 -6.648 -2.878 0.10
H -0.793 -5.072 -3.566 0.09
H -1.628 -3.633 0.641 0.08
H -1.644 -1.124 0.780 0.07
H -0.833 -0.784 -3.230 0.11
H -0.805 -3.183 -3.556 0.11

***

Q: The lowest charge belongs to which entry?
A: C12H18CuF9O5P

***

Q: Among the records above, which one has the lowest charge?
A: C12H18CuF9O5P

***

Q: Among the records above, which one has the highest charge?
A: C12H18F3LuNO6S